(1)
{"formula": "C6H16PS3", "method": "ωB97M-V/def2-TZVPD", "species": ["C", "C", "C", "C", "C", "C", "P", "S", "S", "S", "H", "H", "H", "H", "H", "H", "H", "H", "H", "H", "H", "H", "H", "H", "H", "H"], "coordinates": [[-1.880528, 3.437122, -0.225006], [3.881289, -0.671509, -1.302391], [-1.120108, -1.310423, 1.824299], [-2.552578, -2.393124, -0.671621], [-1.341031, 2.043482, 0.110355], [3.721087, -0.262716, 0.187158], [-1.481235, -1.037559, 0.048053], [-2.621516, 0.785511, -0.070082], [2.216275, 0.621349, 0.626372], [0.006111, -0.868254, -1.214048], [-2.784367, 3.518091, 0.376055], [-1.086528, 4.234726, 0.091735], [-2.204502, 3.718444, -1.191366], [4.882714, -1.155158, -1.186730], [3.160986, -1.447930, -1.367224], [3.928262, 0.217719, -1.992399], [-0.104961, -1.039039, 2.145882], [-1.157421, -2.432397, 1.691546], [-2.012515, -1.126184, 2.407772], [-2.042958, -3.315650, -0.367643], [-2.745703, -2.452941, -1.735076], [-3.513062, -2.326044, -0.176037], [-1.270901, 2.319447, 1.121174], [-0.320995, 1.790848, -0.240156], [4.612670, 0.425313, 0.348350], [3.831526, -1.273122, 0.761016]], "forces_ev_per_a": [[0.95, 1.31, 0.60], [1.67, 0.92, 1.33], [-0.11, -2.80, -1.86], [0.51, 0.16, 1.48], [0.63, 0.92, -0.35], [0.60, -0.77, 0.53], [-1.87, 1.80, -0.21], [0.09, -1.03, -0.35], [-0.08, -1.06, -0.96], [2.60, 0.39, 0.26], [0.08, 0.53, 0.31], [-1.54, -1.48, -0.34], [0.04, -0.28, -1.44], [-0.65, 0.30, -0.96], [-0.79, -0.44, -1.37], [-0.46, -1.36, 0.50], [-0.71, 0.28, -0.01], [0.55, 0.60, 0.86], [0.22, 0.71, 0.33], [-0.20, 0.07, -0.02], [0.48, 0.70, -0.24], [-0.27, -0.12, 0.25], [0.64, -1.02, 1.94], [-0.88, -0.02, -0.37], [-1.22, -0.47, 0.55], [-0.25, 2.17, -0.46]], "homo_ev": [-12.53, -12.53], "max_force_ev_per_a": 3.36, "e_above_lowest_kj_mol": 0.0, "total_charge": 1, "homo_lumo_gap_ev": [5.219, 5.160], "e_lumo_ev": [-7.3111, -7.3732]}

(2)
{"formula": "C6H16S4", "method": "ωB97M-V/def2-TZVPD", "species": ["C", "S", "C", "S", "C", "H", "H", "H", "H", "H", "H", "H", "H", "C", "S", "C", "S", "C", "H", "H", "H", "H", "H", "H", "H", "H"], "coordinates": [[-1.736857, 1.531880, 0.785001], [-2.883967, 0.929220, -0.425159], [-3.840216, -0.279729, 0.447251], [-2.847307, -1.711359, 0.981291], [-2.875907, -2.712008, -0.630658], [-0.932577, 0.845500, 1.099031], [-2.381727, 1.739790, 1.655361], [-1.280677, 2.478930, 0.450921], [-4.140666, 0.177460, 1.409621], [-4.763886, -0.540259, -0.104489], [-3.870216, -2.660419, -1.105308], [-2.614167, -3.772378, -0.476669], [-2.136007, -2.262689, -1.314228], [3.979791, -0.375669, 1.160381], [4.121821, -0.315809, -0.635578], [3.501171, 1.322780, -0.710098], [1.852332, 1.743630, -0.107449], [0.936522, 0.546310, -1.133768], [4.603511, -1.232559, 1.465861], [2.956541, -0.531769, 1.541431], [4.390261, 0.539540, 1.619201], [4.144401, 2.002490, -0.118749], [3.559561, 1.640550, -1.768898], [1.310992, 0.626480, -2.168158], [-0.146107, 0.757320, -1.134208], [1.093372, -0.487229, -0.781938]], "forces_ev_per_a": [[-0.10, 0.18, 1.41], [-0.04, 0.46, -1.99], [0.13, -0.13, 1.41], [-0.63, -1.23, -1.31], [0.28, 0.69, 0.21], [-0.42, 0.07, -0.33], [0.60, 0.19, 0.02], [-0.35, -0.44, -0.06], [-0.11, -0.22, -0.39], [0.70, 0.08, 0.13], [0.35, 0.03, 0.41], [-0.10, 0.60, 0.31], [-0.35, -0.21, 0.26], [0.49, -0.91, 0.70], [-0.28, -0.33, 0.81], [0.19, 1.95, -0.92], [-0.50, -0.76, -0.28], [-0.14, -0.15, -0.25], [-0.29, 0.35, 0.13], [0.38, 0.11, -0.42], [-0.10, -0.35, -0.28], [-0.08, -0.33, -0.38], [0.02, -0.07, 0.46], [-0.21, -0.05, 0.36], [0.58, 0.02, 0.07], [-0.02, 0.47, -0.09]], "homo_ev": -8.43, "max_force_ev_per_a": 2.17, "e_above_lowest_kj_mol": 66.0, "homo_lumo_gap_ev": 9.118, "e_lumo_ev": 0.6870}

(3)
{"formula": "C6H17BrCl3HfN4O21", "method": "ωB97M-V/def2-TZVPD", "species": ["Hf", "Cl", "O", "O", "O", "O", "Cl", "O", "O", "O", "O", "Cl", "O", "O", "O", "O", "C", "C", "O", "H", "H", "H", "H", "H", "Br", "C", "N", "O", "O", "H", "H", "H", "C", "N", "O", "O", "H", "H", "H", "C", "N", "O", "O", "H", "H", "H", "C", "N", "O", "O", "H", "H", "H"], "coordinates": [[-0.426473, -0.354917, -0.672834], [-0.782601, 2.161723, -3.626431], [-0.318673, 1.289967, -2.545425], [-1.291865, 1.386515, -4.708295], [-1.826391, 2.962483, -3.049114], [0.357259, 2.894389, -4.031021], [2.815451, -1.127034, -2.803140], [2.103780, -1.140730, -1.559828], [2.424150, -2.309358, -3.588164], [2.453673, 0.035028, -3.540546], [4.242384, -1.137913, -2.549202], [-2.289313, -1.874884, 2.238579], [-2.182561, -1.630533, 0.803185], [-1.494346, -0.897663, 2.928604], [-3.658672, -1.804524, 2.609389], [-1.783927, -3.197793, 2.498847], [-0.245483, 3.575371, 1.271125], [-0.925509, 2.267294, 1.732983], [-0.836007, 1.289260, 0.791969], [0.754105, 3.387111, 0.861616], [-0.128071, 4.336063, 2.045033], [-0.699735, 4.044866, 0.393802], [-1.932217, 2.635854, 1.986925], [-0.544915, 2.046297, 2.738285], [-1.528550, -2.021343, -2.576164], [3.035088, 2.725582, -1.797951], [2.683887, 2.055629, -0.540162], [3.453709, 2.149194, 0.390153], [1.722780, 1.328672, -0.522610], [4.028483, 3.155432, -1.719136], [2.357379, 3.585872, -1.737060], [2.904540, 2.189900, -2.732661], [-4.634037, 0.308333, 0.393162], [-3.999453, 0.728709, -0.882545], [-2.832524, 0.434161, -1.024454], [-4.688242, 1.290832, -1.679850], [-5.633314, 0.735836, 0.354266], [-4.062223, 0.633612, 1.254266], [-4.819220, -0.763878, 0.367053], [0.620400, -4.787397, 0.849805], [0.707465, -3.782544, -0.246919], [0.222979, -2.678176, -0.016331], [1.151391, -4.124355, -1.300081], [0.909719, -4.347768, 1.798522], [1.328028, -5.590184, 0.667014], [-0.413813, -5.117861, 0.801332], [2.093151, -0.794967, 3.382643], [1.912815, -1.229974, 1.987236], [1.118180, -0.554007, 1.361286], [2.355407, -2.306604, 1.690987], [2.745079, -1.400010, 4.004473], [1.120632, -0.919034, 3.865259], [2.356222, 0.259466, 3.382125]], "forces_ev_per_a": [[-1.14, 2.12, 0.72], [-1.67, -0.05, -0.29], [0.69, -2.47, 2.47], [0.10, -0.17, 0.18], [0.43, 0.33, -0.30], [0.56, 0.89, -0.13], [1.05, -2.16, -4.04], [-1.91, 0.21, 2.76], [0.65, 1.29, 1.36], [-0.10, 0.93, 0.01], [-0.83, 0.01, 0.43], [1.10, -0.78, 0.99], [0.60, 0.83, -1.60], [-0.11, 0.04, 0.08], [-0.58, 0.32, 0.00], [0.06, 0.11, -0.05], [0.97, -0.04, -0.95], [0.07, 2.27, 0.44], [0.42, -3.54, -2.91], [0.14, -0.28, 0.49], [-0.23, -0.16, 0.19], [-0.65, -0.16, 0.23], [-0.55, -0.73, -0.44], [0.47, -0.74, -0.21], [0.79, 1.25, 1.35], [-0.28, 2.20, -0.03], [1.48, -1.87, -0.57], [-0.01, 0.55, 0.44], [-1.10, -0.11, 0.00], [0.13, -0.39, 0.27], [-0.08, -0.07, -0.64], [-0.46, -0.62, 0.47], [-1.30, -0.01, -0.11], [-0.21, -0.63, 1.23], [1.16, 0.08, -0.71], [0.01, 0.34, -0.70], [0.16, 0.36, 0.24], [0.23, -0.16, -0.14], [0.73, -0.08, 0.05], [0.28, -0.06, 0.16], [0.18, -0.18, -0.54], [-0.30, 0.83, 0.55], [0.13, 0.04, -0.04], [-0.54, 0.38, -0.07], [-0.16, 0.01, -0.53], [0.02, -0.05, 0.40], [-0.37, 0.80, 1.17], [-0.75, -1.28, 1.33], [-0.09, 0.54, -0.95], [0.47, 0.03, -0.72], [0.56, -0.17, -0.83], [-0.24, 0.27, -0.45], [0.03, -0.05, -0.02]], "homo_ev": -7.06, "max_force_ev_per_a": 4.70, "e_above_lowest_kj_mol": 0.0, "total_charge": -1, "homo_lumo_gap_ev": 8.129, "e_lumo_ev": 1.0682}